Molecular formula: C14H26NO3PSZr
Method: DFT, wB97M-V/def2-TZVPD

The LUMO energy comes out at -10.20 eV. The relative energy (zero: lowest compared OMol25 entry of this formula, charge and spin) comes out at 3.115 eV. The net charge is +2.

Element x y z (Å)
C  0.4518  3.1004  -2.4919
C  -0.8123  2.6510  -2.1503
C  -0.9665  1.5948  -1.2445
C  0.1858  0.9929  -0.7640
C  1.4720  1.4041  -1.1185
C  1.5961  2.5157  -1.9789
C  -2.3609  1.0890  -0.7726
C  -2.5913  -0.2735  -0.3630
N  -1.9037  -1.3669  -1.1168
Zr  -0.6637  -0.1675  1.0343
C  2.6319  0.6860  -0.4522
P  1.8531  -0.9137  0.3050
H  -1.7132  3.1184  -2.5204
H  2.5929  2.8813  -2.2132
H  0.5508  3.9499  -3.1850
H  3.0256  1.2604  0.4120
H  3.4840  0.4799  -1.1417
H  -2.7005  1.7962  0.0114
H  -3.0425  1.1990  -1.6107
H  -2.2412  -1.2336  0.8761
C  3.3123  -1.4421  1.2422
C  2.0427  -1.8707  -1.2595
H  -3.5898  -0.4416  0.0295
C  -1.4314  -1.1174  -2.4339
C  -2.8577  -2.5169  -1.1411
H  0.8117  -1.2278  1.7035
H  -1.9602  -1.6831  -3.1934
H  -1.4401  -0.0837  -2.8006
H  -0.4020  -1.4707  -2.4863
H  -3.1828  -2.8026  -2.1595
H  -2.3934  -3.4093  -0.7361
H  -3.8184  -2.3596  -0.5886
H  3.0941  -1.9871  -1.5779
H  1.6161  -2.8590  -1.0658
H  1.4915  -1.4208  -2.0958
H  4.2695  -1.3231  0.7126
H  3.3210  -0.8496  2.1632
H  3.1499  -2.4929  1.4933
H  -1.4554  -1.9019  0.5117
C  0.4293  0.6653  5.0416
S  -0.2484  1.5057  3.5835
O  -1.4042  0.6351  3.0845
O  -0.6139  2.8058  4.0434
O  0.7197  1.3858  2.4418
H  -0.1549  0.9396  5.9281
H  1.4762  0.9664  5.1710
H  0.3708  -0.4077  4.8738

These are the Mulliken partial charges, in e, on atoms 1 to 5: -0.763 -0.891 -0.647 1.939 0.412

Molecular formula: C14H27HfO9
Method: DFT, wB97M-V/def2-TZVPD

The LUMO energy comes out at -6.13 eV. The net charge is +1.

Element x y z (Å)
Hf  -1.3370  -9.4440  14.3444
O  -2.5796  -10.3726  12.7314
H  -3.3220  -10.9193  12.4079
C  -4.0986  -11.4360  17.6218
C  -4.1366  -11.2108  18.9866
C  -3.2695  -10.1144  19.6068
O  -3.2654  -9.8739  20.9224
C  -2.4225  -9.3281  18.8885
C  -2.3267  -9.5740  17.4536
C  -3.1701  -10.6887  16.7599
O  -2.9006  -10.8470  15.5446
O  -1.5812  -9.0110  16.6427
O  -5.0231  -11.9102  19.5724
H  -4.7004  -12.2351  17.2148
H  -1.7609  -8.6326  19.3834
C  -0.8750  -6.6550  10.4405
C  -1.5396  -6.5099  11.7623
C  -2.8338  -5.6647  11.6782
O  -1.9239  -7.7647  12.2322
H  -0.5431  -5.6915  10.0537
H  -1.4644  -7.0977  9.6375
H  0.0961  -7.1404  10.5379
H  -0.7934  -5.9679  12.3432
H  -2.9357  -5.0914  12.5996
H  -3.7221  -6.2033  11.3482
H  -2.5710  -4.8925  10.9552
H  -2.2177  -8.2259  11.4431
C  -3.9673  -11.3438  9.3791
C  -4.1602  -9.8466  9.5596
C  -5.4642  -9.5384  10.3026
O  -3.1320  -9.2481  10.3112
H  -4.8181  -11.7330  8.8198
H  -3.9689  -11.9173  10.3061
H  -3.0170  -11.5949  8.9081
H  -4.1550  -9.3828  8.5732
H  -6.2060  -9.9928  9.6459
H  -5.6028  -8.4572  10.3070
H  -5.4282  -9.9104  11.3265
H  -2.9445  -9.8750  11.0136
C  -0.4065  -12.9650  13.5191
O  -0.6496  -11.8860  14.3728
H  -1.2435  -13.1280  12.8402
H  0.4691  -12.7772  12.8976
H  -0.2498  -13.8249  14.1703
H  -0.1748  -12.1610  15.1606
C  0.5931  -10.2669  11.3642
O  0.3225  -9.4667  12.4903
H  1.4675  -10.8994  11.5178
H  -0.2728  -10.9122  11.2159
H  0.6806  -9.7099  10.4313
H  1.1001  -8.9043  12.4655

These are the Mulliken partial charges, in e, on atoms 1 to 5: 1.940 -0.272 0.072 -0.641 0.257

Molecular formula: C14H27N3O6S2
Method: DFT, wB97M-V/def2-TZVPD

The LUMO energy comes out at 0.37 eV. The relative energy (zero: lowest compared OMol25 entry of this formula, charge and spin) comes out at 0.000 eV. The structure (SMILES) is COC[C@H](N)CCCCCCCSc1nnco1.O=S1(=O)OCCO1.

Element x y z (Å)
C  4.0924  0.7372  1.7708
O  3.6457  1.5386  0.6694
C  3.0229  0.7717  -0.3667
C  1.4376  0.8885  -0.3410
N  1.0479  1.6408  -1.5567
C  0.9263  1.5854  1.0017
C  -0.6347  1.3260  1.0497
C  -1.4490  2.3653  1.9140
C  -2.2295  3.4506  1.0623
C  -3.7675  3.1644  0.8848
C  -4.1179  2.3219  -0.4233
C  -3.6310  0.8412  -0.1796
S  -4.9296  -0.4343  -0.5443
C  -4.0017  -1.9705  -0.2262
N  -3.9326  -3.0988  -0.9358
N  -3.0441  -3.8605  -0.2070
C  -2.6271  -3.1976  0.8569
O  -3.2256  -1.9458  0.9065
H  3.6435  1.1804  2.7045
H  3.8091  -0.3404  1.7068
H  5.2051  0.8064  1.8725
H  3.3778  1.2015  -1.3439
H  3.3103  -0.3128  -0.3706
H  0.9765  -0.1393  -0.3900
H  0.0916  1.4471  -1.8433
H  1.2185  2.6372  -1.4293
H  1.0867  2.6892  0.9415
H  1.3847  1.0951  1.8922
H  -0.9906  1.4525  -0.0138
H  -0.8522  0.2550  1.3088
H  -2.2347  1.8042  2.4988
H  -0.7432  2.8043  2.6639
H  -1.6811  3.6333  0.1044
H  -2.1535  4.4098  1.6498
H  -4.1647  2.6235  1.7774
H  -4.2860  4.1532  0.7358
H  -3.4685  2.7505  -1.2363
H  -5.1853  2.4190  -0.7311
H  -3.3870  0.7249  0.9069
H  -2.7518  0.5648  -0.8194
H  -1.9060  -3.4647  1.6476
C  2.0468  -4.2184  -2.0634
C  3.0961  -3.5028  -2.8922
O  3.7765  -2.6520  -1.9655
S  3.8006  -3.3601  -0.5154
O  5.0529  -4.0117  -0.3546
O  3.2817  -2.4409  0.4417
O  2.6801  -4.4837  -0.8084
H  1.1815  -3.5765  -1.8799
H  1.7164  -5.1463  -2.5267
H  2.6609  -2.9196  -3.7012
H  3.8245  -4.2066  -3.3030

These are the Mulliken partial charges, in e, on atoms 1 to 5: -0.626 -0.415 -0.059 0.084 -0.674

Number 1: HOMO -15.80 eV, gap between HOMO and LUMO 0.20603 Ha. Number 2: HOMO -10.04 eV, gap between HOMO and LUMO 0.14352 Ha. Number 3: HOMO -9.06 eV, gap between HOMO and LUMO 0.34668 Ha.